(1)
{"formula": "C3H4N2", "method": "wB97M-V/def2-TZVPD", "lumo_energy_ev": 0.60, "e_tot_ev": -6152.6883, "smiles": "N#C[C@H]1CN1", "max_force_ev_per_a": 5.174, "e_above_lowest_kcal_mol": 74.1, "gap_ev": 11.01, "symbols": ["N", "C", "C", "C", "N", "H", "H", "H", "H"], "coordinates": [[3.0416, -0.0514, -0.2777], [1.8529, -0.1141, -0.2036], [0.4501, -0.1085, 0.3485], [-0.8409, 0.5575, -0.2138], [-0.7798, -0.7678, -0.5179], [0.2172, -0.1297, 1.3806], [-0.9413, 1.2875, -1.1885], [-1.6697, 0.7617, 0.4797], [-1.3299, -1.4352, 0.1927]], "atomic_forces_ev_per_a": [[-4.76, -0.36, -0.14], [2.30, 0.59, 1.36], [-2.31, 0.11, -3.24], [-1.01, 3.47, -2.10], [1.52, -4.35, 2.36], [1.05, -0.62, 0.99], [0.84, -1.70, 2.54], [0.86, 0.77, 0.25], [1.51, 2.08, -2.02]], "lowdin_charge": [0.12, -0.15, -0.17, -0.28, -0.02, 0.10, 0.16, 0.10, 0.15]}



(2)
{"formula": "C28H29BF11InN6O4S5", "method": "wB97M-V/def2-TZVPD", "lumo_energy_ev": 4.11, "e_tot_ev": -136559.6652, "max_force_ev_per_a": 0.636, "total_charge": -2, "e_above_lowest_kcal_mol": 28.0, "gap_ev": 6.15, "symbols": ["In", "F", "C", "F", "F", "S", "O", "O", "N", "S", "O", "O", "C", "F", "F", "F", "C", "N", "C", "C", "N", "B", "N", "C", "C", "N", "C", "C", "S", "C", "S", "H", "H", "H", "H", "H", "H", "H", "H", "H", "H", "H", "H", "F", "C", "C", "F", "C", "F", "C", "S", "C", "F", "C", "F", "C", "C", "C", "C", "C", "C", "C", "C", "C", "C", "C", "C", "N", "H", "H", "H", "H", "H", "H", "H", "H", "H", "H", "H", "H", "H", "H", "H", "H", "H"], "coordinates": [[-0.0412, 0.9812, -0.3243], [6.2573, 2.5423, -0.3578], [5.3291, 1.7576, 0.2023], [5.7922, 0.5025, 0.2051], [5.1711, 2.1432, 1.4713], [3.7448, 1.8106, -0.7407], [2.8809, 0.8871, -0.0380], [4.1217, 1.4932, -2.0855], [3.3920, 3.3266, -0.4986], [1.8798, 3.7957, -0.5285], [1.1423, 3.4404, 0.6544], [1.2390, 3.6173, -1.7998], [2.1955, 5.6048, -0.3590], [2.9595, 6.0666, -1.3539], [2.8087, 5.8788, 0.7982], [1.0323, 6.2550, -0.3859], [-4.7400, 0.9091, -0.2672], [-4.2520, 1.3323, 1.0231], [-4.5486, 0.7361, 2.2359], [-3.9565, 1.4891, 3.1829], [-3.3155, 2.5433, 2.5707], [-2.5865, 3.6643, 3.3302], [-1.0203, 3.4347, 3.4472], [-0.2659, 4.4862, 3.9154], [1.0192, 4.0881, 4.0159], [1.0515, 2.7780, 3.6074], [2.2440, 1.9821, 3.4326], [-0.2014, 2.3847, 3.2443], [-0.5311, 0.7899, 2.7058], [-3.4848, 2.4388, 1.2310], [-2.8611, 3.4208, 0.0018], [-5.6556, 0.3347, -0.1244], [-4.0017, 0.2959, -0.7822], [-4.9370, 1.7915, -0.8736], [-5.1038, -0.1826, 2.2980], [-3.9135, 1.3609, 4.2487], [-3.0382, 3.6923, 4.4649], [-2.7302, 4.7159, 2.7592], [-0.7193, 5.4377, 4.1277], [1.9067, 4.6195, 4.3095], [3.1070, 2.6253, 3.5925], [2.2782, 1.5784, 2.4259], [2.2592, 1.1492, 4.1370], [-2.7486, -0.7080, -6.9549], [-2.4711, -0.9553, -5.6656], [-1.2754, -0.5456, -5.1113], [-0.3950, 0.1167, -5.8704], [-0.9951, -0.7922, -3.7761], [0.1519, -0.2941, -3.3172], [-1.8764, -1.4849, -2.9502], [-1.6984, -1.8526, -1.2100], [-3.0799, -1.8631, -3.5443], [-4.0011, -2.5238, -2.8183], [-3.3855, -1.6145, -4.8660], [-4.5522, -2.0270, -5.3881], [1.9671, -2.5770, -3.4207], [2.3669, -2.1573, -2.0023], [3.8797, -1.9580, -1.9130], [1.8239, -3.1632, -1.0069], [2.5529, -4.3031, -0.7195], [2.0547, -5.2807, 0.1311], [0.8370, -5.0529, 0.7396], [0.0743, -3.9034, 0.5142], [-1.1388, -3.7803, 1.4416], [-1.4149, -2.3818, 1.9921], [-2.4093, -4.4572, 0.9105], [0.5341, -2.9553, -0.4404], [-0.1095, -1.7793, -0.8219], [2.1959, -1.7912, -4.1448], [0.8986, -2.7940, -3.4710], [2.5082, -3.4846, -3.7078], [1.8932, -1.2000, -1.7884], [4.4296, -2.8144, -2.3157], [4.1930, -1.8052, -0.8787], [4.1704, -1.0740, -2.4829], [3.5246, -4.4412, -1.1803], [2.6204, -6.1814, 0.3399], [0.4615, -5.7787, 1.4564], [-0.8429, -4.3718, 2.3154], [-1.9299, -1.7248, 1.2942], [-0.4864, -1.8901, 2.2807], [-2.0474, -2.4558, 2.8814], [-2.8390, -3.9082, 0.0754], [-3.1597, -4.5178, 1.7056], [-2.1891, -5.4719, 0.5691]], "atomic_forces_ev_per_a": [[-0.42, -0.39, 0.27], [-0.02, -0.02, 0.03], [0.01, 0.01, -0.01], [0.01, 0.04, -0.01], [-0.01, -0.02, -0.01], [-0.10, 0.14, 0.20], [0.12, 0.10, -0.14], [0.06, -0.01, 0.01], [-0.09, -0.15, -0.13], [0.31, 0.00, 0.08], [0.01, 0.09, 0.03], [0.02, 0.12, 0.00], [0.05, -0.01, 0.04], [-0.04, 0.00, 0.01], [-0.04, 0.01, -0.05], [0.05, -0.03, 0.01], [0.03, -0.03, -0.01], [-0.10, 0.02, -0.01], [0.04, -0.05, 0.01], [-0.06, 0.03, -0.01], [0.04, 0.02, 0.05], [-0.01, -0.04, 0.02], [0.02, -0.02, -0.08], [0.00, -0.02, -0.01], [0.01, 0.12, 0.04], [0.01, -0.03, -0.19], [0.02, -0.05, 0.07], [-0.03, 0.01, 0.08], [-0.09, 0.13, -0.13], [0.15, -0.02, -0.09], [0.00, -0.04, 0.02], [0.02, -0.01, 0.00], [0.07, -0.06, -0.05], [0.00, 0.00, 0.01], [-0.02, 0.01, 0.00], [0.00, 0.00, 0.01], [0.04, -0.05, 0.00], [-0.04, 0.03, 0.07], [-0.01, 0.00, -0.02], [0.01, -0.01, -0.02], [0.02, 0.00, 0.01], [0.01, -0.02, -0.12], [0.00, 0.01, -0.01], [-0.01, 0.00, -0.03], [0.00, -0.01, 0.03], [0.00, 0.00, 0.01], [0.01, 0.01, -0.02], [-0.02, 0.05, 0.01], [0.01, 0.03, 0.02], [-0.04, -0.12, -0.09], [-0.06, 0.13, 0.08], [0.02, -0.06, 0.00], [0.01, 0.00, 0.01], [0.02, 0.01, -0.01], [-0.02, 0.00, -0.01], [0.00, 0.00, 0.01], [0.07, 0.00, -0.01], [-0.02, 0.01, -0.01], [0.00, 0.01, -0.04], [0.02, -0.05, -0.01], [-0.01, 0.04, -0.02], [0.00, -0.01, -0.01], [0.01, 0.04, 0.02], [-0.04, 0.02, -0.07], [0.03, -0.03, -0.01], [0.03, 0.00, 0.02], [0.08, -0.15, -0.12], [-0.16, 0.30, 0.31], [0.02, -0.01, 0.00], [0.00, 0.00, -0.01], [-0.01, -0.01, 0.00], [0.00, -0.05, 0.01], [0.00, -0.02, 0.01], [0.00, 0.02, 0.00], [0.01, -0.03, 0.00], [0.01, 0.01, 0.00], [0.00, 0.00, 0.01], [0.00, 0.01, 0.01], [0.00, 0.01, -0.01], [-0.02, 0.02, -0.04], [0.00, -0.01, 0.01], [0.00, 0.00, 0.00], [0.00, 0.02, -0.03], [0.00, 0.01, 0.00], [0.00, 0.00, 0.01]], "lowdin_charge": [0.83, 0.12, -0.67, 0.12, 0.12, 0.56, -0.37, -0.27, -0.29, 0.52, -0.36, -0.31, -0.68, 0.12, 0.12, 0.14, -0.06, -0.13, -0.08, -0.11, -0.03, -0.48, 0.02, -0.09, -0.07, -0.14, -0.05, -0.71, 0.57, -0.80, 0.52, 0.08, 0.07, 0.06, 0.11, 0.11, 0.06, 0.06, 0.11, 0.11, 0.09, 0.05, 0.08, 0.10, -0.15, -0.14, 0.11, -0.22, 0.06, -0.32, 0.90, -0.24, 0.06, -0.15, 0.10, -0.06, -0.37, -0.08, -0.14, -0.07, -0.12, -0.08, -0.14, -0.39, -0.12, -0.09, -0.27, -0.44, 0.08, 0.07, 0.08, 0.09, 0.06, 0.08, 0.06, 0.10, 0.08, 0.10, 0.11, 0.02, 0.04, 0.08, 0.03, 0.07, 0.07]}



(3)
{"formula": "C4H5F3N3O", "method": "wB97M-V/def2-TZVPD", "lumo_energy_ev": -6.93, "e_tot_ev": -18888.3027, "smiles": "FC(F)(F)CO[C@H]1C=N[NH+]=N1", "max_force_ev_per_a": 5.142, "total_charge": 1, "e_above_lowest_kcal_mol": 102.8, "gap_ev": 9.28, "symbols": ["F", "C", "F", "F", "C", "O", "C", "C", "N", "N", "N", "H", "H", "H", "H", "H"], "coordinates": [[1.7447, 0.9866, -0.6431], [2.1984, -0.0610, -0.0792], [3.4508, -0.3131, -0.6639], [2.6174, 0.2702, 1.1276], [1.2366, -1.2450, -0.0481], [0.0550, -0.7447, 0.5542], [-0.9531, -0.2597, -0.2289], [-2.2610, -0.1750, 0.5780], [-2.5667, 1.0541, 0.6615], [-1.5456, 1.7838, 0.0284], [-0.6680, 1.1126, -0.5025], [1.0396, -1.6421, -1.1192], [1.4981, -1.9562, 0.6649], [-1.2079, -0.6571, -1.2161], [-2.9092, -0.9328, 0.9948], [-1.7293, 2.7794, -0.1083]], "atomic_forces_ev_per_a": [[-1.17, 1.87, -1.46], [4.80, -1.79, 0.49], [-1.87, -0.82, -0.61], [-1.00, 0.19, 1.79], [-0.59, 1.04, -2.75], [-0.98, -0.51, -0.24], [-0.86, -0.53, 1.45], [0.97, 0.98, -0.69], [-1.53, 0.58, 1.05], [-0.66, -1.81, -0.58], [-0.09, 2.44, -0.69], [0.47, 0.45, 1.84], [1.28, -1.49, 0.61], [0.46, -0.66, -0.26], [0.19, -0.17, -0.07], [0.59, 0.24, 0.14]], "lowdin_charge": [0.20, -0.63, 0.10, 0.17, 0.00, -0.02, -0.30, 0.07, 0.15, 0.13, 0.24, 0.19, 0.13, 0.20, 0.16, 0.22]}



(4)
{"formula": "C3H5O2S", "method": "wB97M-V/def2-TZVPD", "lumo_energy_ev": 3.25, "e_tot_ev": -18123.9158, "smiles": "O=C([O-])CCS", "max_force_ev_per_a": 1.168, "total_charge": -1, "e_above_lowest_kcal_mol": 2.6, "gap_ev": 7.38, "symbols": ["O", "C", "O", "C", "C", "S", "H", "H", "H", "H", "H"], "coordinates": [[-0.6233, 2.5944, -0.5210], [0.1655, 1.6319, -0.4657], [1.3196, 1.5304, -0.9227], [-0.3686, 0.4250, 0.3918], [0.5647, -0.7730, 0.4052], [-0.2890, -2.3935, 0.4683], [-0.5598, 0.8482, 1.3652], [-1.3045, 0.1727, -0.0924], [1.1431, -0.7763, -0.5231], [1.2425, -0.6779, 1.2447], [-1.4907, -1.9460, 0.8440]], "atomic_forces_ev_per_a": [[-0.20, 0.04, -0.13], [0.24, 0.14, 0.62], [0.18, -0.14, -0.28], [0.24, 0.21, -1.12], [-0.10, 0.21, -0.18], [0.06, -0.06, 0.11], [-0.20, -0.15, 0.45], [-0.39, -0.12, 0.12], [-0.03, 0.09, 0.25], [0.23, -0.24, 0.08], [-0.03, 0.02, 0.07]], "lowdin_charge": [-0.09, -0.76, -0.08, -0.22, -0.58, 0.62, 0.10, 0.08, 0.06, 0.06, -0.18]}



(5)
{"formula": "C22H24N2O3S", "method": "wB97M-V/def2-TZVPD", "lumo_energy_ev": -0.27, "e_tot_ev": -43161.6155, "smiles": "CCN(CC)CCCN1C(=O)c2oc3ccccc3c(=O)c2[C@@H]1c1cccs1", "max_force_ev_per_a": 1.243, "e_above_lowest_kcal_mol": 15.3, "gap_ev": 7.83, "symbols": ["C", "C", "N", "C", "C", "C", "C", "C", "N", "C", "O", "C", "O", "C", "C", "C", "C", "C", "C", "C", "O", "C", "C", "C", "C", "C", "C", "S", "H", "H", "H", "H", "H", "H", "H", "H", "H", "H", "H", "H", "H", "H", "H", "H", "H", "H", "H", "H", "H", "H", "H", "H"], "coordinates": [[3.6998, -3.4459, 2.5997], [2.3991, -3.3719, 1.7887], [1.2512, -2.8392, 2.4888], [0.8135, -3.6038, 3.6386], [-0.6943, -3.4716, 3.8370], [1.2731, -1.4010, 2.6753], [0.3796, -0.7247, 1.6308], [0.4866, 0.7997, 1.6980], [-0.2074, 1.4438, 0.6097], [-1.5428, 1.6816, 0.6188], [-2.3105, 1.4569, 1.5252], [-1.8208, 2.2950, -0.7176], [-3.0242, 2.6923, -1.1136], [-3.1014, 3.2239, -2.3658], [-4.3606, 3.6446, -2.7955], [-4.5095, 4.1896, -4.0515], [-3.4114, 4.3238, -4.8976], [-2.1682, 3.9104, -4.4781], [-1.9872, 3.3545, -3.2082], [-0.6393, 2.9198, -2.7817], [0.3575, 3.0099, -3.4758], [-0.6757, 2.3770, -1.4367], [0.4563, 1.8101, -0.6326], [1.1109, 0.6415, -1.2999], [0.5388, -0.3084, -2.0893], [1.4539, -1.3028, -2.4995], [2.7029, -1.0964, -2.0121], [2.7931, 0.3208, -1.0474], [3.9825, -2.4630, 2.9700], [4.5045, -3.8211, 1.9730], [3.5835, -4.1135, 3.4499], [2.1379, -4.3770, 1.4429], [2.5590, -2.7496, 0.9037], [1.0504, -4.6534, 3.4493], [1.3319, -3.3022, 4.5652], [-1.2110, -3.7688, 2.9287], [-0.9706, -2.4469, 4.0691], [-1.0200, -4.1104, 4.6544], [0.9203, -1.1442, 3.6775], [2.2919, -1.0035, 2.5752], [-0.6571, -1.0213, 1.7866], [0.6802, -1.0737, 0.6427], [1.5352, 1.1080, 1.6601], [0.0410, 1.1571, 2.6306], [-5.1965, 3.5308, -2.1237], [-5.4851, 4.5141, -4.3797], [-3.5384, 4.7519, -5.8798], [-1.2969, 4.0007, -5.1091], [1.2201, 2.5753, -0.4323], [-0.4991, -0.2992, -2.3705], [1.1889, -2.1324, -3.1295], [3.5844, -1.6873, -2.1622]], "atomic_forces_ev_per_a": [[-0.33, 0.05, -0.16], [0.22, -0.06, 0.06], [-0.02, -0.09, 0.10], [-0.24, 0.06, 0.00], [0.31, -0.13, 0.05], [-0.35, 0.11, -0.40], [0.31, 0.20, 0.27], [-0.15, -0.36, 0.14], [0.04, 0.21, -0.11], [-0.01, 0.03, 0.19], [-0.28, -0.03, 0.08], [0.96, 0.14, -0.78], [-0.14, -0.18, 0.48], [0.10, 0.32, -0.83], [0.10, -0.12, 0.24], [0.05, -0.07, 0.13], [0.12, 0.01, -0.08], [-0.08, -0.01, 0.07], [-0.23, 0.01, 0.06], [-0.02, 0.00, 0.03], [-0.09, 0.01, 0.13], [-0.43, -0.08, 0.48], [0.00, 0.15, -0.07], [0.41, -0.13, -0.09], [0.08, 0.29, 0.17], [0.11, -0.14, 0.01], [0.17, 0.18, 0.23], [-0.52, -0.14, -0.28], [0.09, 0.09, 0.06], [0.14, -0.05, -0.03], [0.04, -0.07, 0.11], [0.04, 0.06, -0.09], [-0.01, -0.08, -0.07], [0.06, 0.01, 0.05], [0.03, -0.11, -0.05], [-0.07, -0.02, -0.09], [-0.08, 0.14, 0.04], [-0.11, -0.02, 0.13], [0.07, 0.00, 0.06], [0.02, 0.00, 0.09], [-0.06, -0.04, -0.02], [0.00, -0.02, -0.03], [-0.05, 0.05, 0.05], [0.12, 0.04, -0.03], [-0.11, -0.01, 0.07], [-0.09, 0.02, 0.00], [0.00, 0.04, -0.09], [0.07, 0.00, -0.04], [-0.15, -0.01, -0.03], [-0.21, 0.05, -0.05], [0.00, -0.16, -0.12], [0.16, -0.16, -0.08]], "lowdin_charge": [-0.08, -0.25, -0.20, -0.27, -0.08, -0.20, -0.14, -0.13, 0.00, -0.37, 0.11, -0.07, 0.14, -0.16, 0.01, -0.06, -0.07, 0.00, -0.06, -0.31, 0.10, -0.02, -0.22, -0.49, -0.11, -0.17, -0.41, 1.05, 0.06, 0.07, 0.06, 0.11, 0.10, 0.11, 0.12, 0.08, 0.06, 0.07, 0.12, 0.11, 0.12, 0.10, 0.12, 0.13, 0.12, 0.11, 0.11, 0.12, 0.17, 0.12, 0.10, 0.06]}